{"formula": "C32H43LuN3O", "method": "ωB97M-V/def2-TZVPD", "species": ["Lu", "N", "N", "C", "C", "C", "C", "H", "H", "H", "C", "C", "H", "H", "H", "C", "C", "H", "H", "H", "C", "H", "H", "H", "C", "H", "H", "H", "C", "H", "C", "H", "C", "H", "C", "H", "C", "C", "H", "C", "C", "H", "C", "H", "N", "C", "C", "C", "H", "C", "C", "H", "H", "H", "C", "H", "C", "C", "H", "H", "H", "C", "H", "H", "H", "C", "C", "O", "C", "C", "H", "H", "H", "H", "H", "H", "H", "H", "H", "H"], "positions_angstrom": [[-0.5190, -0.6319, -0.0300], [0.4142, -3.7011, 4.0976], [-1.1366, -1.8847, -1.7858], [0.3364, 1.5855, -0.6533], [1.4485, 0.7403, -0.3408], [1.5573, 0.6650, 1.1143], [2.6480, 0.3005, 1.8748], [3.5500, -0.0422, 1.3857], [2.2102, -1.9952, 3.2111], [2.5779, 0.3803, 2.9479], [0.3255, 1.2349, 1.6371], [0.0982, 1.3806, 3.0901], [0.9433, 1.8889, 3.5811], [0.0142, 0.3880, 3.5584], [-0.8121, 1.9512, 3.3175], [-0.3634, 1.8756, 0.5816], [-1.3936, 2.9381, 0.7775], [-2.2707, 2.5326, 1.2996], [-1.7273, 3.3619, -0.1755], [-1.0061, 3.7676, 1.3925], [2.5655, 0.3550, -1.2337], [3.3521, 1.1263, -1.2016], [2.2573, 0.2259, -2.2806], [3.0225, -0.5899, -0.9072], [0.2053, 2.3790, -1.9053], [-0.8363, 2.6637, -2.0901], [0.5514, 1.8062, -2.7716], [0.8135, 3.2988, -1.8386], [-0.5007, -4.6193, 4.3919], [-0.5520, -4.9564, 5.4324], [-1.4231, -5.1481, 3.4548], [-2.1840, -5.8506, 3.7981], [-1.3364, -4.7372, 2.1246], [-2.0694, -5.0621, 1.3871], [-0.2913, -3.8996, 1.7576], [-0.0472, -3.6760, 0.7185], [0.5759, -3.3380, 2.7831], [1.5970, -2.4564, 2.4351], [1.8199, -2.3296, 1.3746], [-1.1567, -0.6780, -2.4464], [-0.3783, -2.7642, -2.5659], [-0.2473, -3.7998, -2.2846], [0.0625, -2.1068, -3.6674], [0.6010, -2.5063, -4.5059], [-0.4914, -0.8272, -3.6445], [-0.5629, 0.2035, -4.6061], [0.5193, 0.5371, -5.4360], [0.3972, 1.7020, -6.2009], [1.2125, 1.9913, -6.8628], [-0.7205, 2.5353, -6.1202], [-0.7923, 3.7874, -6.9444], [-1.2910, 4.6016, -6.3973], [-1.3633, 3.6301, -7.8747], [0.2175, 4.1150, -7.2300], [-1.7697, 2.1944, -5.2613], [-2.6520, 2.8319, -5.1845], [-1.6816, 1.0547, -4.4606], [-2.6806, 0.7952, -3.4180], [-2.2505, -0.1631, -2.6944], [-3.6731, 0.5106, -3.8068], [-2.7745, 1.6399, -2.7142], [1.7788, -0.2581, -5.4352], [1.6317, -1.2472, -5.8768], [2.1969, -0.3773, -4.4305], [2.5327, 0.2684, -6.0230], [-3.1178, -0.1481, 3.4260], [-2.5676, -1.1333, 2.4335], [-2.2893, -0.5009, 1.1190], [-3.3708, -0.1016, 0.2068], [-4.7468, -0.0184, 0.8251], [-2.5341, 0.7800, 3.4282], [-3.0622, -0.5906, 4.4268], [-4.1646, 0.0710, 3.2071], [-1.5886, -1.5008, 2.7594], [-3.2150, -1.9961, 2.2518], [-3.0689, 0.8774, -0.1933], [-3.3671, -0.8336, -0.6111], [-5.0064, -0.9186, 1.3877], [-4.8409, 0.8727, 1.4506], [-5.4708, 0.0880, 0.0105]], "lowdin_charge": [1.72, 0.04, -0.13, -0.37, -0.39, -0.39, -0.07, 0.02, 0.03, 0.01, -0.34, -0.08, 0.08, 0.08, 0.06, -0.33, -0.05, 0.06, 0.07, 0.09, -0.08, 0.08, 0.04, 0.07, -0.05, 0.06, 0.06, 0.09, -0.21, 0.08, -0.18, 0.06, -0.17, 0.09, -0.13, 0.07, -0.46, -0.06, 0.01, -0.32, -0.14, 0.09, -0.07, 0.10, 0.00, -0.12, -0.20, -0.01, 0.11, -0.28, -0.07, 0.08, 0.08, 0.07, 0.00, 0.12, -0.21, -0.09, 0.01, 0.08, 0.08, -0.05, 0.07, 0.07, 0.08, -0.06, -0.18, -0.36, -0.22, -0.07, 0.07, 0.09, 0.05, 0.11, 0.12, 0.11, 0.11, 0.08, 0.08, 0.09], "e_lumo_ev": 2.3, "total_charge": -1, "largest_force_ev_per_a": 5.2, "homo_energy_ev": -1.70}